DFT (the ωB97M-V functional and the def2-TZVPD basis) results for a molecular structure, C49H55FeN8S at a distorted geometry.

CARTESIAN COORDINATES (ANGSTROEM)
Fe  0.217  -0.066  0.074
C  5.297  -3.420  0.843
C  4.043  -4.001  1.509
C  2.767  -3.441  0.962
C  1.847  -4.059  0.151
C  1.955  -5.405  -0.496
C  2.712  -5.294  -1.827
C  0.793  -3.111  -0.062
C  -0.400  -3.387  -0.745
C  -1.526  -2.614  -0.862
C  -2.657  -2.935  -1.690
C  -2.768  -4.108  -2.613
C  -3.699  -5.222  -2.123
C  -3.495  -1.850  -1.616
C  -2.851  -0.917  -0.748
C  -3.116  0.559  -0.761
C  -1.676  1.635  0.221
N  -0.669  2.177  0.736
C  -0.849  2.928  1.878
C  0.045  2.734  2.873
C  1.077  1.736  2.883
N  1.203  0.656  2.094
C  2.329  -0.009  2.552
C  2.812  -1.213  2.121
C  2.248  -2.130  1.220
N  1.080  -1.942  0.567
C  2.937  0.718  3.646
C  2.138  1.793  3.873
C  2.359  2.899  4.859
C  3.101  4.078  4.216
C  4.144  0.306  4.428
C  3.769  -0.626  5.587
C  -1.891  3.991  1.831
C  -2.972  4.030  1.016
C  -3.819  5.295  0.978
C  -3.232  6.429  0.121
C  -1.613  5.151  2.778
C  -2.256  4.962  4.159
N  -1.691  -1.368  -0.282
C  -4.808  -1.644  -2.305
C  -5.996  -1.790  -1.346
H  6.198  -3.825  1.306
H  5.322  -2.333  0.931
H  5.320  -3.670  -0.219
H  4.093  -3.813  2.586
H  4.041  -5.084  1.377
H  0.961  -5.816  -0.678
H  2.474  -6.100  0.168
H  2.199  -4.597  -2.494
H  2.785  -6.264  -2.322
H  3.722  -4.920  -1.653
H  -0.434  -4.348  -1.242
H  -1.771  -4.513  -2.788
H  -3.124  -3.746  -3.580
H  -3.378  -5.602  -1.152
H  -3.691  -6.051  -2.832
H  -4.724  -4.859  -2.030
H  -3.870  0.810  -1.504
H  0.013  3.370  3.744
H  3.714  -1.552  2.616
H  2.936  2.524  5.706
H  1.403  3.247  5.255
H  4.077  3.757  3.851
H  3.249  4.885  4.935
H  2.537  4.465  3.366
H  4.636  1.196  4.824
H  4.868  -0.191  3.780
H  3.066  -0.134  6.260
H  4.653  -0.911  6.160
H  3.291  -1.533  5.213
H  -3.980  5.673  1.989
H  -4.809  5.054  0.585
H  -2.266  6.763  0.497
H  -3.915  7.280  0.130
H  -3.084  6.116  -0.910
H  -1.961  6.092  2.360
H  -0.535  5.250  2.895
H  -3.345  4.981  4.091
H  -1.942  5.761  4.832
H  -1.973  4.008  4.603
H  -4.903  -2.370  -3.115
H  -4.836  -0.652  -2.768
H  -5.939  -2.746  -0.824
H  -6.943  -1.739  -1.885
H  -5.984  -0.994  -0.599
N  3.201  -1.363  -3.022
C  1.869  -1.044  -2.955
S  0.699  -2.169  -3.468
N  1.605  0.157  -2.514
N  0.436  0.617  -2.144
C  -0.316  1.446  -2.859
C  -0.037  1.837  -4.256
C  1.235  2.203  -4.683
C  1.452  2.546  -6.008
C  0.409  2.510  -6.920
C  -0.859  2.128  -6.505
C  -1.081  1.791  -5.181
C  -1.473  1.873  -2.179
C  -2.367  2.970  -2.323
C  -3.270  3.365  -1.378
C  -3.548  2.937  0.077
C  -3.126  1.501  0.483
N  -1.756  1.115  -1.028
H  3.419  -2.324  -3.210
H  3.834  -0.848  -2.434
H  2.051  2.211  -3.973
H  2.442  2.841  -6.332
H  0.580  2.775  -7.956
H  -1.675  2.081  -7.215
H  -2.062  1.460  -4.860
H  -2.334  3.539  -3.245
H  -3.899  4.200  -1.662
H  -4.634  2.988  0.203
H  -3.529  1.183  1.441

Computed properties:
Multiplicity: 6
Maximum force (eV/Å): 1.6
Gap between HOMO and LUMO (alpha / beta) (eV): 5.24 / 5.13
Energy relative to the best compared isomer or geometry (same formula, charge and spin) (eV): 3.969
M (g/mol): 843.947
E_HOMO (alpha / beta) (eV): -6.57 / -6.53
Lowest unoccupied orbital energy (alpha / beta) (eV): -1.330 / -1.403

Mulliken atomic charge list, values in e, 6 entries:
1. Fe 0.919
2. C -1.038
3. C -1.150
4. C 0.833
5. C 0.650
6. C -1.195

---

DFT (the ωB97M-V functional and the def2-TZVPD basis) results for 11 unconnected molecules or ions with the total composition C49H55N11 at a distorted geometry.

CARTESIAN COORDINATES (ANGSTROEM)
C  1.829  2.886  -6.339
C  0.933  2.928  -5.254
C  0.372  1.684  -5.120
N  0.891  0.875  -6.089
C  1.756  1.609  -6.865
H  2.400  3.746  -6.645
H  0.895  3.757  -4.564
H  -0.340  1.268  -4.424
H  0.698  -0.118  -6.103
H  2.171  1.137  -7.739
C  3.227  0.538  -3.867
C  3.926  -0.676  -3.697
C  4.331  -0.683  -2.368
N  3.774  0.388  -1.742
C  3.112  1.167  -2.661
H  2.855  0.980  -4.781
H  3.980  -1.423  -4.470
H  4.702  -1.505  -1.775
H  3.671  0.535  -0.745
H  2.647  2.084  -2.339
C  -3.730  -3.978  2.969
C  -2.734  -4.349  3.911
C  -2.320  -3.229  4.578
N  -2.836  -2.148  3.910
C  -3.725  -2.590  2.961
H  -4.230  -4.699  2.348
H  -2.493  -5.369  4.170
H  -1.637  -3.086  5.398
H  -2.642  -1.172  4.096
H  -4.361  -1.950  2.372
C  2.676  4.729  3.015
C  2.208  3.928  4.083
C  1.449  2.933  3.509
N  1.128  3.351  2.244
C  1.939  4.429  1.918
H  3.432  5.492  3.116
H  2.591  3.998  5.089
H  1.154  1.944  3.827
H  0.681  2.672  1.647
H  1.974  4.788  0.902
C  5.431  0.646  0.860
C  4.420  -0.314  1.133
C  3.341  0.363  1.690
N  3.799  1.641  1.929
C  4.994  1.851  1.317
H  6.394  0.411  0.435
H  4.599  -1.359  0.934
H  2.391  0.040  2.082
H  3.277  2.427  2.286
H  5.412  2.844  1.303
C  1.216  -2.916  -1.072
C  0.482  -2.750  0.133
C  -0.451  -3.756  0.150
N  -0.330  -4.498  -1.003
C  0.805  -4.071  -1.660
H  2.090  -2.335  -1.331
H  0.624  -1.965  0.855
H  -1.249  -3.941  0.855
H  -0.808  -5.367  -1.148
H  1.215  -4.684  -2.447
C  -4.512  2.766  -5.080
C  -5.500  2.798  -4.113
C  -5.379  1.892  -3.051
N  -4.480  0.933  -3.052
C  -3.457  0.978  -3.921
C  -3.500  1.826  -5.022
H  -4.406  3.494  -5.878
H  -6.230  3.594  -4.155
H  -6.037  1.968  -2.192
H  -2.606  0.317  -3.892
H  -2.692  1.777  -5.740
C  2.978  -2.989  3.425
C  1.591  -2.885  3.388
C  1.000  -1.766  3.957
N  1.660  -0.849  4.676
C  2.965  -1.085  4.843
C  3.687  -2.053  4.165
H  3.488  -3.828  2.970
H  0.944  -3.543  2.823
H  -0.073  -1.603  3.925
H  3.477  -0.403  5.513
H  4.757  -2.053  4.313
C  -1.833  0.112  -0.710
C  -2.036  -0.198  0.643
C  -0.975  0.040  1.505
N  0.169  0.620  1.150
C  0.363  0.824  -0.149
C  -0.641  0.703  -1.105
H  -2.623  -0.100  -1.419
H  -2.935  -0.663  1.016
H  -1.030  -0.342  2.518
H  1.338  1.219  -0.421
H  -0.410  1.083  -2.091
C  -3.146  2.454  6.702
C  -2.281  1.359  6.826
C  -1.967  0.660  5.668
N  -2.521  0.926  4.477
C  -3.260  2.011  4.335
C  -3.607  2.780  5.452
H  -3.258  3.064  7.589
H  -1.848  1.172  7.798
H  -1.262  -0.161  5.726
H  -3.731  2.309  3.406
H  -4.458  3.425  5.253
C  -2.782  -2.249  -3.767
C  -2.847  -1.888  -5.112
C  -1.639  -1.676  -5.781
N  -0.466  -1.696  -5.142
C  -0.415  -1.846  -3.807
C  -1.573  -2.133  -3.114
H  -3.720  -2.467  -3.275
H  -3.769  -2.129  -5.625
H  -1.605  -1.570  -6.856
H  0.530  -1.707  -3.306
H  -1.438  -2.360  -2.062

Computed properties:
Maximum force (eV/Å): 2.3
Gap between HOMO and LUMO (eV): 8.20
SMILES string: c1cc[nH]c1.c1cc[nH]c1.c1cc[nH]c1.c1cc[nH]c1.c1cc[nH]c1.c1cc[nH]c1.c1ccncc1.c1ccncc1.c1ccncc1.c1ccncc1.c1ccncc1
Energy relative to the best compared isomer or geometry (same formula, charge and spin) (eV): 0.116
M (g/mol): 798.056
E_HOMO (eV): -7.63
Lowest unoccupied orbital energy (eV): 0.572

Mulliken atomic charge list, values in e, 6 entries:
1. C -0.309
2. C -0.818
3. C 0.253
4. N 0.249
5. C -0.973
6. H 0.420

---

DFT (the ωB97M-V functional and the def2-TZVPD basis) results for a molecular structure, C49H58N7O2SV at a distorted geometry.

CARTESIAN COORDINATES (ANGSTROEM)
V  0.330  0.819  0.635
C  -4.565  4.865  1.203
C  -4.422  3.844  0.068
C  -3.560  2.677  0.461
C  -3.887  1.510  1.088
C  -5.197  0.983  1.613
C  -6.468  1.544  0.980
C  -2.630  0.818  1.326
C  -2.464  -0.277  2.161
C  -1.247  -0.723  2.666
C  -1.101  -1.710  3.710
C  -2.228  -2.461  4.347
C  -2.923  -1.659  5.452
C  0.224  -1.778  4.009
C  0.901  -0.876  3.110
C  2.276  -0.767  2.979
C  2.938  -0.110  1.948
N  2.309  0.576  0.957
C  3.278  0.954  0.078
C  3.080  1.911  -0.912
C  1.955  2.721  -1.019
N  0.801  2.544  -0.298
C  -0.009  3.607  -0.592
C  -1.368  3.671  -0.303
C  -2.119  2.661  0.282
N  -1.589  1.507  0.776
C  0.680  4.521  -1.471
C  1.879  3.949  -1.772
C  2.905  4.446  -2.742
C  2.609  3.979  -4.173
C  0.151  5.840  -1.942
C  0.261  6.924  -0.864
C  4.567  0.439  0.494
C  4.365  -0.180  1.685
C  5.384  -0.843  2.565
C  5.681  -2.288  2.134
C  5.865  0.663  -0.224
C  6.545  1.980  0.179
N  -0.014  -0.231  2.317
C  0.897  -2.684  4.993
C  1.445  -3.957  4.329
H  -5.217  5.693  0.914
H  -4.988  4.392  2.093
H  -3.591  5.276  1.479
H  -5.405  3.497  -0.233
H  -3.990  4.333  -0.807
H  -5.203  -0.105  1.487
H  -5.236  1.153  2.694
H  -6.455  1.434  -0.109
H  -7.332  1.001  1.363
H  -6.617  2.598  1.218
H  -3.357  -0.768  2.534
H  -2.958  -2.735  3.580
H  -1.849  -3.398  4.761
H  -3.328  -0.723  5.058
H  -3.744  -2.229  5.896
H  -2.217  -1.406  6.246
H  2.883  -1.311  3.693
H  3.915  2.126  -1.569
H  -1.893  4.559  -0.630
H  2.941  5.537  -2.711
H  3.897  4.097  -2.449
H  1.630  4.337  -4.500
H  3.360  4.345  -4.876
H  2.596  2.887  -4.221
H  0.704  6.152  -2.831
H  -0.893  5.736  -2.248
H  1.301  7.059  -0.561
H  -0.115  7.881  -1.230
H  -0.311  6.648  0.024
H  6.306  -0.257  2.555
H  5.031  -0.842  3.598
H  6.144  -2.313  1.145
H  6.356  -2.780  2.838
H  4.756  -2.867  2.076
H  6.538  -0.170  -0.008
H  5.694  0.654  -1.303
H  6.730  2.001  1.255
H  7.501  2.108  -0.334
H  5.909  2.835  -0.060
H  1.707  -2.149  5.494
H  0.183  -2.962  5.772
H  2.153  -3.708  3.534
H  1.951  -4.596  5.056
H  0.634  -4.529  3.873
N  0.250  0.673  -3.284
C  1.206  -0.426  -3.448
C  0.945  -1.625  -2.539
C  0.924  -1.406  -1.049
O  1.452  -2.186  -0.292
O  0.204  -0.353  -0.650
H  -0.705  0.340  -3.326
H  0.373  1.359  -4.015
H  2.204  -0.033  -3.237
H  1.223  -0.823  -4.468
H  1.708  -2.377  -2.726
H  -0.034  -2.054  -2.785
S  -5.957  -3.949  0.777
C  -4.554  -3.048  0.149
C  -3.269  -3.497  0.408
C  -2.201  -2.744  -0.068
N  -2.360  -1.622  -0.764
C  -3.601  -1.206  -1.021
C  -4.730  -1.883  -0.589
C  -6.511  -2.720  1.949
C  -7.729  -2.080  1.784
C  -8.102  -1.118  2.717
N  -7.351  -0.765  3.761
C  -6.182  -1.398  3.910
C  -5.725  -2.380  3.044
H  -3.103  -4.395  0.992
H  -1.175  -3.034  0.153
H  -3.694  -0.268  -1.564
H  -5.722  -1.502  -0.799
H  -8.371  -2.323  0.947
H  -9.049  -0.597  2.611
H  -5.585  -1.107  4.771
H  -4.772  -2.871  3.212

Computed properties:
Multiplicity: 3
Maximum force (eV/Å): 2.8
Gap between HOMO and LUMO (alpha / beta) (eV): 5.78 / 5.66
Energy relative to the best compared isomer or geometry (same formula, charge and spin) (eV): 0.392
M (g/mol): 860.061
E_HOMO (alpha / beta) (eV): -6.55 / -6.46
Lowest unoccupied orbital energy (alpha / beta) (eV): -0.769 / -0.804

Mulliken atomic charge list, values in e, 6 entries:
1. V 0.033
2. C -1.284
3. C -1.371
4. C 0.840
5. C 0.206
6. C 1.464

---

DFT (the ωB97M-V functional and the def2-TZVPD basis) results for 10 unconnected molecules or ions with the total composition C49H58O11S3 at a distorted geometry.

CARTESIAN COORDINATES (ANGSTROEM)
C  -22.601  -7.054  23.295
C  -23.923  -6.665  22.599
O  -23.773  -5.501  21.850
S  -24.854  -5.166  20.585
C  -23.654  -4.778  19.325
O  -25.658  -6.323  20.171
O  -25.569  -3.942  20.976
H  -22.817  -8.031  23.726
H  -22.331  -6.371  24.100
H  -21.779  -7.151  22.585
H  -24.217  -7.481  21.938
H  -24.745  -6.596  23.312
H  -22.827  -5.488  19.342
H  -23.392  -3.721  19.353
H  -24.168  -4.908  18.373
O  -25.806  -13.178  25.714
S  -25.304  -13.965  24.561
O  -25.532  -15.423  24.490
O  -25.709  -13.334  23.111
C  -24.631  -13.483  22.195
C  -23.414  -13.868  23.012
O  -23.718  -13.661  24.367
H  -24.933  -14.272  21.507
H  -24.672  -12.623  21.526
H  -22.554  -13.273  22.705
H  -23.081  -14.899  22.893
O  -28.178  -11.581  13.910
S  -28.495  -10.514  14.864
O  -27.514  -9.447  14.966
O  -30.088  -10.016  14.854
C  -30.927  -10.644  15.760
C  -29.971  -10.840  16.909
O  -28.715  -11.200  16.386
H  -31.882  -10.130  15.869
H  -31.196  -11.592  15.294
H  -30.165  -11.718  17.526
H  -29.898  -9.904  17.462
C  -18.741  -8.140  17.884
C  -19.541  -8.665  16.915
C  -19.749  -8.075  15.690
C  -18.944  -6.993  15.340
C  -18.080  -6.480  16.336
C  -17.988  -6.990  17.619
H  -18.697  -8.667  18.826
H  -20.152  -9.550  17.020
H  -20.373  -8.567  14.959
H  -18.755  -6.697  14.319
H  -17.593  -5.542  16.115
H  -17.372  -6.498  18.358
C  -28.188  1.976  15.933
C  -28.158  3.233  15.318
C  -29.114  3.536  14.304
C  -30.021  2.573  13.855
C  -30.038  1.406  14.643
C  -29.116  1.059  15.596
H  -27.583  1.736  16.795
H  -27.463  4.002  15.619
H  -29.064  4.398  13.655
H  -30.775  2.742  13.101
H  -30.836  0.740  14.351
H  -29.209  0.120  16.123
C  -19.018  -2.903  29.668
C  -20.257  -3.381  30.049
C  -20.458  -4.159  31.172
C  -19.364  -4.563  31.943
C  -18.143  -4.116  31.640
C  -17.924  -3.421  30.398
H  -18.966  -2.148  28.897
H  -21.164  -3.049  29.564
H  -21.448  -4.511  31.422
H  -19.632  -5.155  32.805
H  -17.315  -4.463  32.241
H  -16.910  -3.247  30.072
C  -14.768  -1.736  21.770
C  -16.104  -1.882  22.165
C  -16.514  -2.976  22.983
C  -15.515  -3.716  23.661
C  -14.181  -3.478  23.300
C  -13.787  -2.542  22.311
H  -14.477  -0.972  21.065
H  -16.769  -1.242  21.605
H  -17.581  -3.047  23.137
H  -15.756  -4.327  24.518
H  -13.502  -4.189  23.748
H  -12.733  -2.453  22.095
C  -21.405  3.323  23.619
C  -22.244  2.212  23.414
C  -23.635  2.384  23.356
C  -24.188  3.584  23.562
C  -23.350  4.712  23.659
C  -21.985  4.608  23.747
H  -20.338  3.292  23.787
H  -21.958  1.172  23.451
H  -24.303  1.543  23.241
H  -25.262  3.689  23.511
H  -23.871  5.650  23.781
H  -21.413  5.460  24.084
C  -28.767  -3.323  8.091
C  -29.268  -3.398  9.344
C  -28.418  -3.701  10.458
C  -27.095  -3.983  10.169
C  -26.560  -3.977  8.870
C  -27.416  -3.587  7.823
H  -29.452  -3.252  7.259
H  -30.324  -3.250  9.517
H  -28.798  -3.833  11.460
H  -26.344  -4.245  10.900
H  -25.634  -4.504  8.691
H  -26.954  -3.590  6.847
C  -17.274  -12.483  28.645
C  -17.728  -11.157  28.711
C  -18.890  -10.893  29.358
C  -19.657  -11.940  29.754
C  -19.259  -13.246  29.726
C  -18.037  -13.524  29.156
H  -16.349  -12.594  28.099
H  -17.137  -10.344  28.316
H  -19.305  -9.904  29.485
H  -20.662  -11.780  30.113
H  -19.981  -13.930  30.147
H  -17.647  -14.531  29.187

Computed properties:
Maximum force (eV/Å): 4.3
Gap between HOMO and LUMO (eV): 9.23
SMILES string: CCOS(C)(=O)=O.O=S1(=O)OCCO1.O=S1(=O)OCCO1.c1ccccc1.c1ccccc1.c1ccccc1.c1ccccc1.c1ccccc1.c1ccccc1.c1ccccc1
M (g/mol): 919.193
E_HOMO (eV): -9.16
Lowest unoccupied orbital energy (eV): 0.066

Mulliken atomic charge list, values in e, 6 entries:
1. C -1.102
2. C -0.244
3. O -0.289
4. S 1.115
5. C -0.885
6. O -0.598